Run 1
Entry from the OMol25 dataset: a cluster of 2 separate species, CH7N2O in total (ωB97M-V with the def2-TZVPD basis set).

Each line ends with the Mulliken charge.
Atoms and positions in Å:
1 H -1.182 -0.500 0.851  0.25
2 C 0.053 -1.635 -0.217  0.31
3 H 1.595 2.212 -0.297  0.30
4 H 0.206 2.575 0.735  0.29
5 H 0.956 -1.718 -0.817  0.35
6 H 0.101 2.543 -0.674  0.27
7 O -0.473 -2.731 0.007  -0.40
8 H -0.027 0.580 0.049  0.42
9 H -1.436 -2.801 0.203  0.38
10 N 0.588 2.006 -0.040  -0.88
11 N -0.380 -0.530 0.200  -0.28

Values from the calculation:
- E_LUMO (eV) = -3.3570
- Kohn-Sham gap (eV) = 12.812
- net charge = +1

---

Run 2
Entry from the OMol25 dataset: a cluster of 2 separate species, CH7N2O in total (ωB97M-V with the def2-TZVPD basis set).

Each line ends with the Mulliken charge.
Atoms and positions in Å:
1 N 0.830 -0.430 0.025  -0.18
2 N -2.602 0.284 -0.025  -0.77
3 H -0.139 -0.087 0.034  0.27
4 C 1.832 0.386 0.045  0.31
5 O 3.070 0.130 0.039  -0.35
6 H 3.371 -0.797 0.009  0.37
7 H 0.945 -1.440 0.002  0.25
8 H -2.859 0.160 -0.998  0.25
9 H 1.609 1.459 0.071  0.35
10 H -2.789 -0.605 0.431  0.25
11 H -3.268 0.940 0.366  0.25

Values from the calculation:
- E_LUMO (eV) = -4.1897
- Kohn-Sham gap (eV) = 10.130
- net charge = +1

---

Run 3
Entry from the OMol25 dataset: a cluster of 2 separate species, CH7N2O in total (ωB97M-V with the def2-TZVPD basis set).

Each line ends with the Mulliken charge.
Atoms and positions in Å:
1 H -0.812 0.537 -0.341  0.34
2 H -0.482 -0.329 1.825  0.36
3 N 1.550 0.129 1.732  -0.45
4 H -1.406 -1.007 -3.007  0.33
5 C 0.375 0.144 1.334  0.00
6 H 0.822 1.223 -0.157  0.39
7 H -2.224 -1.077 -1.779  0.34
8 H 0.634 -0.281 -0.753  0.34
9 H 1.634 0.277 2.739  0.32
10 O -1.548 -0.516 -2.195  -0.66
11 N 0.182 0.421 -0.158  -0.31

Values from the calculation:
- E_LUMO (eV) = -4.3036
- Kohn-Sham gap (eV) = 11.668
- net charge = +1

---

Stability summary - winner: run 2; margin: 0.0148 hartree.

---

Run 1
Entry from the OMol25 dataset: an isolated molecule of C20H27N5O4 (ωB97M-V with the def2-TZVPD basis set).

Each line ends with the Mulliken charge.
Atoms and positions in Å:
1 C -0.019 -5.870 -0.101  0.29
2 H 0.141 -5.425 1.968  0.28
3 H 5.072 2.349 2.229  0.31
4 C -1.471 -5.942 -1.729  -0.44
5 C -2.082 -0.567 -0.605  1.68
6 C -0.859 -0.599 0.311  -0.94
7 H -0.235 -1.470 0.100  0.18
8 H -2.712 -2.755 -3.011  0.18
9 C -1.012 -1.528 -2.521  -0.61
10 N -2.218 -2.992 -1.000  0.19
11 C 3.171 3.237 1.882  0.54
12 H -3.338 0.537 0.720  0.32
13 H 0.845 0.569 0.845  0.47
14 O -1.831 -3.813 1.078  -0.63
15 C -1.815 -2.814 -2.387  -0.78
16 O -0.701 -7.025 -1.788  -0.21
17 O 2.128 7.101 -0.585  -0.57
18 N 3.612 4.440 1.368  -0.63
19 H 1.645 1.803 2.111  0.43
20 C 0.787 -5.498 1.094  -1.05
21 H -0.036 -1.654 -2.035  0.27
22 H -2.699 2.805 -0.098  0.41
23 H -1.220 -0.741 1.335  0.49
24 N 1.531 4.642 0.333  -0.10
25 O -1.704 -0.420 -1.987  -0.42
26 C -1.734 -3.927 -0.135  0.87
27 H 0.319 0.828 -0.805  0.05
28 H -1.233 1.787 1.640  0.24
29 N 0.229 -6.967 -0.755  -0.62
30 C -2.913 0.665 -0.282  -1.12
31 C 4.153 2.553 2.780  -1.28
32 C -2.080 1.939 -0.340  -1.04
33 H -1.702 2.092 -1.353  0.24
34 H 1.747 7.699 0.065  0.32
35 C -2.923 -1.832 -0.468  -2.02
36 H 3.897 6.142 -0.799  0.24
37 H -2.253 -5.874 -2.468  0.55
38 H 0.929 5.230 -0.229  0.30
39 C -0.876 1.911 0.606  0.46
40 H -3.168 -2.025 0.573  0.52
41 H 4.415 3.214 3.607  0.31
42 H 3.757 1.619 3.176  0.33
43 H -1.212 -3.654 -2.720  0.60
44 C 0.999 3.419 0.780  0.33
45 H 1.561 -6.243 1.262  0.37
46 C 3.195 6.382 0.001  -0.55
47 C -0.036 0.683 0.220  -0.75
48 C -1.104 -5.150 -0.697  0.49
49 H 3.738 6.958 0.751  0.37
50 H -3.748 0.722 -0.985  0.48
51 H 1.251 -4.521 0.954  0.26
52 H -0.838 -1.303 -3.573  0.45
53 C 2.761 5.077 0.630  0.52
54 H -3.846 -1.703 -1.042  0.38
55 N -0.210 3.194 0.453  -0.65
56 C 1.947 2.715 1.624  -0.31

Values from the calculation:
- SMILES string = Cc1c/c(=N\[C@H]2CC[C@@]3(CC2)CN(C(=O)c2conc2C)CCO3)[nH]c(CO)n1
- E_LUMO (eV) = 0.5489
- Kohn-Sham gap (eV) = 8.637

---

Run 2
Entry from the OMol25 dataset: an isolated molecule of C20H27N5O4 (ωB97M-V with the def2-TZVPD basis set).

Each line ends with the Mulliken charge.
Atoms and positions in Å:
1 H -0.324 1.656 1.326  -0.01
2 C -2.746 5.408 -0.203  -1.31
3 N -4.572 4.034 0.587  -0.54
4 C 1.069 -0.244 -0.096  0.10
5 H 1.318 -0.725 -1.044  -0.75
6 O -7.212 3.848 1.001  -0.47
7 C 1.624 -1.039 1.089  1.60
8 C -0.436 -0.037 0.026  -0.94
9 C 5.238 -3.461 -2.606  -0.58
10 H 1.974 -1.209 -3.178  0.20
11 H -1.297 3.205 0.407  0.30
12 H 3.175 -3.889 0.911  0.29
13 C 4.044 -1.625 -1.258  0.55
14 H -1.670 5.425 -0.364  0.33
15 H 1.582 0.722 -0.111  0.60
16 H -3.257 5.594 -1.149  0.31
17 H -0.436 0.457 3.442  0.37
18 H 0.806 -4.150 0.334  0.45
19 H -0.959 -0.997 -0.005  0.13
20 N 3.458 -2.117 -0.135  0.19
21 C 1.276 -0.326 2.387  -1.11
22 H 1.262 -2.732 -3.737  0.26
23 H 0.911 -2.821 -0.830  0.19
24 O 5.061 -4.098 -3.766  -0.21
25 C 1.310 -3.209 0.117  -0.35
26 N 3.882 -3.661 -4.339  -0.62
27 C 2.811 -3.413 -0.006  -0.81
28 H -6.800 1.822 0.789  0.33
29 C 3.136 -1.226 0.970  -2.01
30 H -4.617 1.002 1.714  0.30
31 H -8.136 3.683 1.209  0.32
32 H -3.025 6.215 0.475  0.31
33 H 1.652 -0.911 3.229  0.46
34 C -0.226 -0.099 2.526  -1.08
35 N -4.226 1.856 1.344  -0.10
36 C -0.799 0.662 1.334  0.68
37 H -0.744 -1.056 2.603  0.33
38 N -2.239 0.754 1.475  -0.78
39 H 2.127 -1.693 -4.869  0.42
40 C -2.348 3.088 0.620  -0.25
41 C -3.204 4.103 0.362  0.31
42 H 3.061 -4.051 -0.849  0.49
43 C 4.229 -2.594 -2.386  0.70
44 H 6.132 -3.705 -2.058  0.50
45 O 4.368 -0.456 -1.378  -0.64
46 H 3.638 -0.276 0.806  0.51
47 C 2.113 -2.059 -3.844  -1.12
48 C -5.010 2.922 1.061  0.42
49 C 3.391 -2.765 -3.530  0.62
50 H 3.506 -1.677 1.897  0.37
51 H -6.571 2.471 2.420  0.32
52 O 1.008 -2.337 1.187  -0.42
53 H -0.802 0.557 -0.817  0.40
54 H 1.804 0.634 2.396  0.34
55 C -6.475 2.707 1.352  -0.56
56 C -2.836 1.835 1.162  0.65

Values from the calculation:
- SMILES string = Cc1c/c(=N\[C@H]2CC[C@@]3(CC2)CN(C(=O)c2conc2C)CCO3)[nH]c(CO)n1
- E_LUMO (eV) = 0.5655
- Kohn-Sham gap (eV) = 8.704

---

Stability summary - winner: run 1; margin: 0.0054 hartree.

---

Run 1
Entry from the OMol25 dataset: a structure of composition C3H5FOS (ωB97M-V with the def2-TZVPD basis set).

Each line ends with the Mulliken charge.
Atoms and positions in Å:
1 O -0.468 -0.228 1.808  -0.42
2 H -1.590 1.169 -0.718  0.39
3 H -0.356 0.922 -1.962  0.28
4 C -0.645 0.693 -0.773  -0.72
5 H -0.392 -2.611 1.199  0.27
6 S 0.814 1.468 0.163  -0.36
7 C -0.526 -0.859 -0.602  0.32
8 H -1.430 -1.363 -0.952  0.23
9 F 0.288 -1.335 -1.515  -0.26
10 H 0.692 0.403 1.525  0.26
11 C -0.295 -1.194 0.954  0.01

Values from the calculation:
- E_LUMO (eV) = -1.4708
- Kohn-Sham gap (eV) = 6.923

---

Run 2
Entry from the OMol25 dataset: an isolated molecule of C3H5FOS (ωB97M-V with the def2-TZVPD basis set).

Each line ends with the Mulliken charge.
Atoms and positions in Å:
1 S 0.453 0.952 0.200  0.44
2 H 0.727 -1.861 -2.269  0.36
3 H 2.030 -0.857 -1.396  0.20
4 H -1.625 1.723 1.219  0.30
5 C 0.916 -1.097 -1.614  -0.77
6 O 1.737 0.549 0.739  -0.58
7 F -1.283 -0.649 -1.026  -0.24
8 H -0.570 0.950 2.507  0.30
9 C 0.002 -0.460 -0.856  0.50
10 H -1.457 -0.132 1.130  0.26
11 C -0.930 0.882 1.366  -0.77

Values from the calculation:
- E_LUMO (eV) = 0.6403
- Kohn-Sham gap (eV) = 9.736

---

Stability summary - winner: run 2; margin: 0.1013 hartree.

---

Run 1
Entry from the OMol25 dataset: the ion C5H10NO2 with charge -1 (ωB97M-V with the def2-TZVPD basis set).

Each line ends with the Mulliken charge.
Atoms and positions in Å:
1 H -0.138 -0.697 1.369  0.29
2 N 0.346 0.944 0.214  -0.14
3 H -0.447 -2.685 -2.063  0.34
4 C -0.206 -0.405 0.318  -0.36
5 H -1.654 0.372 -0.954  0.25
6 H 0.299 -1.112 -0.369  0.12
7 H -0.952 -1.102 -2.543  0.30
8 C -2.062 -1.769 -0.847  -0.39
9 H -1.899 -2.617 -2.882  0.32
10 H -3.176 -1.685 -0.948  0.32
11 H -2.396 -0.239 0.627  0.27
12 O 2.076 0.519 1.704  -0.72
13 H -1.939 -2.629 -0.180  0.27
14 C 1.489 1.304 0.945  0.47
15 C -1.315 -2.036 -2.142  -1.12
16 H 0.092 1.527 -0.559  0.20
17 C -1.672 -0.439 -0.171  -0.58
18 O 1.880 2.473 0.578  -0.83

Values from the calculation:
- SMILES string = CCCCNC(=O)[O-]
- E_LUMO (eV) = 3.4113
- Kohn-Sham gap (eV) = 6.976
- net charge = -1

---

Run 2
Entry from the OMol25 dataset: the ion C5H10NO2 with charge -1 (ωB97M-V with the def2-TZVPD basis set).

Each line ends with the Mulliken charge.
Atoms and positions in Å:
1 H -1.145 -1.763 -0.362  0.25
2 C -0.274 -1.621 0.284  -0.63
3 H 1.825 -1.580 0.252  0.10
4 C -0.242 -0.226 0.880  -0.85
5 C 0.478 1.919 0.101  -0.17
6 H 0.768 -0.106 1.286  0.31
7 H -2.475 0.878 0.383  0.27
8 O 0.197 2.983 0.626  -0.58
9 H 1.115 -1.187 -1.308  0.07
10 C -0.525 0.869 -0.213  0.25
11 H -0.411 -2.447 0.998  0.32
12 C 1.047 -1.973 -0.479  -0.23
13 H -1.857 2.328 0.050  0.32
14 H -0.940 -0.032 1.701  0.44
15 H -0.200 0.380 -1.098  0.16
16 H 1.543 1.730 -0.098  0.49
17 N -1.880 1.364 -0.277  -0.67
18 O 1.152 -3.195 -0.951  -0.86

Values from the calculation:
- SMILES string = N[C@@H](C=O)CCC[O-]
- E_LUMO (eV) = 3.5578
- Kohn-Sham gap (eV) = 6.083
- net charge = -1

---

Run 3
Entry from the OMol25 dataset: the ion C5H10NO2 with charge -1 (ωB97M-V with the def2-TZVPD basis set).

Each line ends with the Mulliken charge.
Atoms and positions in Å:
1 H -1.044 2.139 -0.358  0.20
2 H 1.841 -1.299 -0.994  0.21
3 C 0.263 -2.420 -1.109  0.15
4 N 0.892 -1.208 -0.853  -0.18
5 H -0.861 2.114 1.355  0.09
6 C -0.714 -0.667 0.968  -1.22
7 H 1.391 1.502 -0.735  0.39
8 C 0.791 1.161 0.077  -1.24
9 H -0.274 -1.461 1.516  0.40
10 C 0.001 -0.160 -0.240  0.63
11 H -1.632 -1.165 0.582  0.30
12 O 0.109 3.707 0.368  -0.84
13 H -1.008 0.271 1.531  0.22
14 H -0.908 -2.588 -0.805  0.15
15 O 0.889 -3.342 -1.576  -0.59
16 H -0.760 -0.109 -1.064  0.11
17 H 1.439 1.008 0.922  0.34
18 C -0.416 2.516 0.416  -0.11

Values from the calculation:
- SMILES string = C[C@@H](CC[O-])NC=O
- E_LUMO (eV) = 3.5524
- Kohn-Sham gap (eV) = 6.236
- net charge = -1

---

Run 4
Entry from the OMol25 dataset: the ion C5H10NO2 with charge -1 (ωB97M-V with the def2-TZVPD basis set).

Each line ends with the Mulliken charge.
Atoms and positions in Å:
1 H -1.401 -2.418 -0.118  0.20
2 C 0.038 0.011 0.113  0.86
3 H 0.681 2.743 -0.199  0.23
4 H -0.997 0.409 -0.472  0.05
5 H 0.128 1.465 1.553  0.31
6 N 0.732 0.943 0.927  -0.39
7 C -2.009 -1.463 -0.091  -0.59
8 H 2.100 2.545 0.915  0.25
9 O 2.261 1.659 -0.873  -0.80
10 C 0.957 -0.842 -0.733  -1.00
11 H -2.879 -1.796 0.545  0.32
12 H -1.172 -0.752 1.767  0.39
13 H 1.384 -0.173 -1.485  0.26
14 C -1.166 -0.488 0.704  -0.61
15 H 0.397 -1.635 -1.221  0.42
16 O -2.340 -1.041 -1.312  -0.81
17 H 1.789 -1.211 -0.136  0.28
18 C 1.496 2.043 0.118  -0.39

Values from the calculation:
- E_LUMO (eV) = 2.3821
- Kohn-Sham gap (eV) = 5.877
- net charge = -1

---

Stability summary - winner: run 1; margin: 0.0840 hartree.

---

Run 1
Entry from the OMol25 dataset: the ion C5H10NO2 with charge -1 (ωB97M-V with the def2-TZVPD basis set).

Each line ends with the Mulliken charge.
Atoms and positions in Å:
1 C -0.988 -2.558 1.843  -0.74
2 C 0.117 1.811 -0.598  0.53
3 C -0.279 -0.783 0.276  -0.61
4 H -0.761 -3.646 2.161  0.24
5 O 0.843 2.477 0.134  -0.71
6 H 0.250 0.221 -2.358  0.23
7 N -0.373 -2.203 0.553  -0.36
8 O -1.092 1.938 -0.760  -0.69
9 C 0.879 0.622 -1.419  -0.77
10 H -0.543 -1.871 2.557  0.28
11 C 1.066 -0.494 -0.366  -0.61
12 H 1.847 0.918 -1.704  0.41
13 H 1.779 -0.185 0.485  0.13
14 H 1.650 -1.313 -0.809  0.41
15 H -0.360 -0.227 1.169  0.36
16 H -1.087 -0.361 -0.389  0.36
17 H -0.872 -2.603 -0.261  0.24
18 H -2.062 -2.417 1.861  0.28

Values from the calculation:
- SMILES string = CNCCCC(=O)[O-]
- E_LUMO (eV) = 3.6852
- Kohn-Sham gap (eV) = 7.581
- net charge = -1

---

Run 2
Entry from the OMol25 dataset: the ion C5H10NO2 with charge -1 (ωB97M-V with the def2-TZVPD basis set).

Each line ends with the Mulliken charge.
Atoms and positions in Å:
1 C 1.699 -1.541 -1.270  -0.41
2 O -0.967 0.993 2.507  -0.67
3 H -2.538 1.430 -0.288  0.37
4 H -0.848 -1.514 -1.010  0.34
5 C -1.169 0.812 1.311  0.61
6 H -0.099 -0.846 1.236  0.28
7 C -0.585 -0.473 -0.767  -0.64
8 H 1.349 -2.136 -0.364  0.10
9 H -1.334 0.133 -1.269  0.25
10 N -0.763 -0.311 0.685  -0.16
11 C -1.947 1.854 0.522  -1.06
12 H -2.653 2.306 1.218  0.34
13 O 3.009 -1.298 -1.352  -0.86
14 H 1.319 -2.134 -2.150  0.17
15 H 0.898 0.178 -2.227  0.32
16 C 0.841 -0.228 -1.218  -0.47
17 H -1.281 2.631 0.151  0.23
18 H 1.412 0.438 -0.565  0.26

Values from the calculation:
- SMILES string = CC(=O)NCCC[O-]
- E_LUMO (eV) = 3.4955
- Kohn-Sham gap (eV) = 6.050
- net charge = -1

---

Stability summary - winner: run 1; margin: 0.0111 hartree.

---

Run 1
Entry from the OMol25 dataset: a cluster of 2 separate species, C8H13NO in total (ωB97M-V with the def2-TZVPD basis set).

Each line ends with the Mulliken charge.
Atoms and positions in Å:
1 C 3.089 -1.239 -0.369  -0.59
2 H -3.319 -0.187 -0.171  0.37
3 H 1.065 -0.760 -1.180  0.51
4 H 3.237 -2.272 -0.611  0.39
5 C 3.949 -0.416 0.288  -0.33
6 C 2.217 0.790 -0.172  -0.45
7 O 3.426 0.814 0.412  -0.30
8 H -1.147 2.855 -0.405  0.36
9 C -2.250 -0.413 -0.183  -0.26
10 C -1.516 0.853 0.212  0.79
11 H 1.634 1.686 -0.134  0.42
12 H -1.983 -0.648 -1.216  0.30
13 H -2.826 2.328 -0.573  0.38
14 C -1.973 -1.617 0.709  -1.43
15 H -1.618 1.763 -1.724  0.34
16 H -0.600 0.211 1.783  0.25
17 H 4.924 -0.581 0.703  0.42
18 H -2.586 -2.460 0.395  0.39
19 C -1.786 2.023 -0.683  -1.45
20 N -0.751 1.024 1.193  -0.70
21 C 1.953 -0.448 -0.668  -0.08
22 H -2.212 -1.392 1.746  0.36
23 H -0.927 -1.915 0.646  0.30

Values from the calculation:
- SMILES string = [H]/N=C(/C)CC.c1ccoc1
- E_LUMO (eV) = 0.9285
- Kohn-Sham gap (eV) = 9.533

---

Run 2
Entry from the OMol25 dataset: a structure of composition C8H13NO (ωB97M-V with the def2-TZVPD basis set).

Each line ends with the Mulliken charge.
Atoms and positions in Å:
1 C 1.323 0.463 -0.298  0.46
2 H 1.118 0.869 1.834  0.40
3 H -2.531 -1.620 -1.244  0.31
4 H -1.825 2.597 0.049  0.37
5 H 2.600 0.042 1.360  0.34
6 C 1.885 0.812 1.060  -1.58
7 C -1.194 -0.334 -0.259  0.48
8 N 1.970 0.757 -1.344  -0.72
9 O 0.263 -1.382 -1.825  -0.74
10 H -3.339 -0.388 -0.238  0.40
11 C 0.612 -1.974 0.513  -1.52
12 H 1.657 -2.246 0.362  0.33
13 H 0.487 -1.528 1.498  0.37
14 H -0.222 2.683 0.808  0.33
15 C -0.728 0.846 -0.137  0.27
16 C 0.183 -1.039 -0.628  1.70
17 H -0.007 -2.871 0.444  0.43
18 C -2.486 -1.062 -0.305  -1.46
19 H -0.367 2.760 -0.957  0.32
20 H 1.500 0.339 -2.161  0.33
21 C -0.773 2.302 -0.053  -1.52
22 H -2.545 -1.786 0.511  0.30
23 H 2.421 1.761 1.010  0.39

Values from the calculation:
- E_LUMO (alpha / beta) (eV) = -0.4105 / -0.4107
- Kohn-Sham gap (alpha / beta) (eV) = 7.791 / 7.790

---

Stability summary - winner: run 1; margin: 0.1289 hartree.